# 1
ORCA calculation (the ωB97M-V functional and the def2-TZVPD basis) on 2 unconnected molecules or ions with the total composition C3H7O3.

For the total energy, the calculation gives -344.26434 Ha.

```
! wB97M-V def2-TZVPD RIJCOSX def2/J DEFGRID3
* xyz -1 1
O 3.197 -0.167 -0.840
C 2.410 -0.244 0.094
O 1.586 -1.161 0.435
H 2.298 0.638 0.790
H 0.257 -0.238 1.126
C -1.418 0.440 0.454
O -0.406 0.405 1.507
C -1.146 -0.208 -0.913
H -2.320 0.078 0.978
H -1.490 1.491 0.190
H -0.933 0.528 -1.698
H -0.126 -0.620 -0.947
H -1.908 -0.941 -1.175
*
```

Results of the natural (NBO) charge analysis, in e, for atoms 1 through 6: atom 1 (O): -0.7423, atom 2 (C): 0.6305, atom 3 (O): -0.8298, atom 4 (H): 0.0030, atom 5 (H): 0.5079, atom 6 (C): -0.0715


# 2
ORCA calculation (the ωB97M-V functional and the def2-TZVPD basis) on a single C4H5FN2S molecule.

For the total energy, the calculation gives -762.83555 Ha. The SMILES is Cn1cc(S)c(F)n1.

```
! wB97M-V def2-TZVPD RIJCOSX def2/J DEFGRID3
* xyz 0 1
C -1.993 -0.397 0.006
C 0.439 -0.661 0.021
C 1.578 0.273 0.034
C 0.859 1.499 0.095
H -2.755 -0.468 1.054
H -2.688 0.529 -0.559
H -1.726 -1.489 -0.554
H 0.202 -1.654 0.234
H 2.641 -1.645 -0.620
N -0.654 0.179 0.054
N -0.442 1.446 0.176
F 1.432 2.710 -0.051
S 3.107 -0.319 0.111
*
```

Results of the natural (NBO) charge analysis, in e, for atoms 1 through 6: atom 1 (C): -0.4447, atom 2 (C): -0.0674, atom 3 (C): -0.4193, atom 4 (C): 0.5020, atom 5 (H): 0.2256, atom 6 (H): 0.2423


# 3
ORCA calculation (the ωB97M-V functional and the def2-TZVPD basis) on a molecular structure, C27H42Cl3F3Mg3N4O14S2.

For the total energy, the calculation gives -5401.89783 Ha.

```
! wB97M-V def2-TZVPD RIJCOSX def2/J DEFGRID3
* xyz 2 1
C 4.094 -2.892 -0.784
C 2.993 -3.404 -1.705
C 1.630 -2.746 -1.711
C 0.569 -3.660 -1.759
C -0.755 -3.266 -1.797
C -1.047 -1.924 -1.809
C -0.022 -0.988 -1.794
C 1.311 -1.381 -1.728
C 2.353 -0.291 -1.693
O 3.213 -0.338 -2.829
C 4.335 0.443 -2.673
C 4.234 1.761 -1.933
O 5.370 0.102 -3.159
C -2.483 -1.446 -1.862
O -2.741 -0.342 -2.268
C -3.486 -2.405 -1.363
Cl -4.950 -1.721 -0.811
C -3.197 -3.726 -1.337
N -4.031 -4.705 -0.883
C -1.880 -4.234 -1.831
O -1.752 -5.372 -2.197
H 4.865 -3.662 -0.750
H 4.569 -2.045 -1.281
H 3.734 -2.609 0.200
H 2.791 -4.450 -1.391
H 3.379 -3.459 -2.744
H 0.778 -4.739 -1.767
H -0.234 0.073 -1.828
H 2.896 -0.366 -0.748
H 1.813 0.658 -1.685
H 3.570 2.437 -2.480
H 5.201 2.251 -1.900
H 3.867 1.673 -0.912
H -5.003 -4.420 -0.917
H -3.907 -5.542 -1.454
C 7.151 7.372 -0.330
C 5.773 6.748 -0.127
C 5.721 5.249 -0.435
O 5.744 4.931 -1.832
C 7.047 4.930 -2.422
N 4.771 7.487 -0.917
H 7.387 7.550 -1.387
H 7.201 8.341 0.164
H 7.936 6.744 0.090
H 5.513 6.877 0.925
H 4.771 4.868 -0.056
H 6.509 4.695 0.083
H 7.808 4.578 -1.724
H 7.332 5.928 -2.793
H 7.022 4.261 -3.281
H 3.838 7.147 -0.687
H 4.877 7.207 -1.878
C -5.964 2.487 1.332
C -5.344 3.435 0.336
O -5.507 4.630 0.404
C -4.502 2.822 -0.762
H -6.539 3.052 2.061
H -6.632 1.794 0.822
H -5.184 1.931 1.855
H -5.108 2.141 -1.362
H -3.660 2.280 -0.328
H -4.120 3.612 -1.406
Mg 2.165 -4.357 -3.670
N -2.699 -8.260 -1.523
O -1.798 -8.590 -2.302
O -3.705 -7.679 -1.954
O -2.590 -8.495 -0.320
F 4.299 -3.394 -4.856
C 6.917 -7.351 0.719
C 6.564 -6.589 -0.567
C 7.877 -6.175 -1.294
O 5.960 -5.459 -0.301
H 7.522 -6.741 1.390
H 6.013 -7.651 1.246
H 7.485 -8.265 0.501
H 6.053 -7.339 -1.238
H 8.520 -5.530 -0.693
H 7.667 -5.657 -2.238
H 8.462 -7.100 -1.514
Cl -8.059 3.154 4.547
C -8.733 1.574 5.028
C -7.873 0.431 4.560
Cl -7.909 0.244 2.783
H -9.742 1.506 4.637
H -8.789 1.571 6.115
H -8.240 -0.503 4.982
H -6.837 0.560 4.862
Mg 5.536 7.369 -3.358
N -11.392 4.985 6.807
S -11.642 4.511 5.311
O -12.811 5.022 4.682
O -11.275 3.168 5.003
F -10.508 5.331 4.615
S -12.449 4.402 7.854
O -12.402 5.099 9.087
O -12.557 2.982 7.882
F -13.815 4.868 7.239
Mg 8.871 -8.001 -2.782
*
```

Results of the Mulliken charge analysis, in e, for atoms 1 through 6: atom 1 (C): -1.0319, atom 2 (C): -0.6957, atom 3 (C): 0.8939, atom 4 (C): -0.5694, atom 5 (C): 0.0088, atom 6 (C): -0.1947


Number 1: molar mass 91.09 g mol⁻¹, maximum force 2.138 eV/Å, lowest unoccupied orbital energy 0.15166 hartree. Number 2: molar mass 132.16 g mol⁻¹, maximum force 6.885 eV/Å, lowest unoccupied orbital energy 0.00501 hartree. Number 3: molar mass 947.05 g mol⁻¹, maximum force 3.276 eV/Å, lowest unoccupied orbital energy -0.36790 hartree.